(1)
Here is a cluster of 9 separate species, C21H52O9 in total from the OMol25 dataset. Energies are from wB97M-V/def2-TZVPD.

```
! wB97M-V def2-TZVPD RIJCOSX def2/J DEFGRID3
* xyz 0 1
O 0.0430 0.2612 -0.3745
O -3.4883 0.4841 2.3444
O 2.0938 4.2059 0.6858
O -3.7235 -2.7964 -0.2547
O 0.7495 0.8955 -3.2227
O -0.7196 4.7625 1.1910
O -0.4163 3.0559 3.2368
O 4.1320 -1.2501 -3.6705
O -0.5823 -4.4575 2.4675
C -0.9040 -3.3680 1.5571
C -0.3816 1.6204 3.2348
C -0.3111 0.1250 -3.8414
C -0.6222 0.9644 -5.0669
C 0.5513 3.4913 4.1853
C 0.7438 2.3758 5.2300
C 3.2808 -1.0542 -2.5518
C 0.7284 1.6078 -5.4100
C 4.7240 -2.5398 -3.5303
C 2.5752 -2.4027 -2.3493
C 3.6196 -3.3986 -2.9146
C -0.1160 -2.1802 2.0635
C 1.1053 2.0256 -3.9731
C -3.4975 -3.4465 -1.5114
C 0.8200 -2.7146 3.1413
C -4.5232 -0.3356 1.7988
C -1.3787 0.3319 -0.4596
C 2.0184 2.8149 0.4625
C 0.0384 -3.9041 3.6044
C -1.3831 4.0948 0.1269
C -0.2590 1.3299 4.7533
H 0.5370 2.4147 -6.1179
H -4.6379 -2.9119 0.0177
H 1.8559 2.6388 -0.6084
H -2.2727 3.5737 0.4978
H -1.1428 -0.2181 -3.2329
H 3.9252 -4.0935 -2.1321
H 0.4669 -1.6938 1.2763
H -4.0032 1.0373 2.9342
H 0.5215 1.3457 2.6829
H -3.7319 -4.5040 -1.3760
H 3.1763 -4.0138 -3.6993
H -4.1173 -3.0410 -2.3196
H -0.7699 3.3617 -0.4093
H 0.3798 0.3755 -1.2763
H 2.6120 -0.2288 -2.8021
H -1.3231 1.2933 2.8044
H -0.7729 -3.6685 4.3130
H 2.2814 -2.6148 -1.3252
H 1.8112 -2.9227 2.7211
H 1.2005 4.5732 0.5990
H 5.6569 -2.5278 -2.9551
H 1.3489 0.8576 -5.8991
H -1.8442 0.3317 0.5191
H 1.6928 -2.3727 -2.9877
H 0.5303 2.7855 6.2171
H 1.1220 -2.0023 3.9136
H 0.6673 -4.6223 4.1426
H -1.7685 -0.4148 -1.1581
H -1.0228 0.3807 -5.9005
H -2.4727 -3.1864 -1.7702
H -0.5988 4.1212 1.9421
H 2.9154 2.2943 0.7996
H -1.2542 1.2614 5.1905
H -1.9624 -3.1458 1.4017
H 0.1493 0.3380 4.9816
H 0.3399 4.4851 4.5803
H 0.5008 2.9109 -3.7510
H -1.6518 1.2698 -0.9639
H 0.1749 -0.7908 -4.2007
H -5.4406 -0.1533 2.3728
H 1.7820 2.0556 5.2237
H 1.1926 2.3395 0.9993
H 2.1619 2.2874 -3.9348
H -4.4054 -1.4140 1.9420
H -4.7586 -0.1802 0.7440
H 4.9762 -2.7851 -4.5639
H 3.8538 -0.6087 -1.7268
H 1.4923 3.6654 3.6455
H -1.3808 1.7155 -4.8296
H -0.6666 -1.3359 2.4897
H -1.6696 4.8987 -0.5533
H -0.5734 -3.7600 0.5900
*
```

Calculated values
* SMILES: C1CCOC1.C1CCOC1.C1CCOC1.C1CCOC1.CO.CO.CO.CO.CO
* molar mass: 448.64 g/mol
* Kohn-Sham gap: 9.604 eV
* relative energy (zero: lowest compared OMol25 entry of this formula, charge and spin): 0.0 kcal per mole

Löwdin population analysis, charges in e, atoms 1 to 6:
1 O -0.13
2 O -0.13
3 O -0.12
4 O -0.16
5 O -0.20
6 O -0.15


(2)
Here is a structure of composition C21H53AsMoN4OS6Si3 from the OMol25 dataset. Energies are from wB97M-V/def2-TZVPD.

```
! wB97M-V def2-TZVPD RIJCOSX def2/J DEFGRID3
* xyz 0 3
Mo 1.2822 -0.8226 0.4783
As 4.2648 -1.0431 -1.0725
S -0.5133 1.0394 1.1602
S 2.9579 -2.3565 0.3645
S 5.8660 -0.2934 0.0384
S 4.7202 -2.0100 -2.8504
S 2.5802 0.4105 -1.2006
S 0.1350 2.0627 -2.7755
Si -1.1362 -2.5245 -0.1294
Si -1.9503 -1.7933 2.7133
Si 0.4299 -3.6723 2.3924
O 0.0965 -1.6423 -0.9710
N 2.2246 0.2729 2.1714
N -0.0864 4.1020 -4.4460
N 1.7798 2.7127 0.7825
N -1.9756 2.8041 -4.1637
C 0.0657 1.3382 2.8664
C -3.1716 -3.2573 2.5859
C -0.6727 3.0463 -3.8629
C -2.6867 -1.5886 -0.6742
C 0.2941 -1.7039 -2.3924
C -1.2184 -4.1859 -1.0263
C -2.6664 3.2849 -5.3524
C -0.6537 2.7685 0.5961
C 1.6275 5.7592 -4.9572
C -0.6286 -4.6965 3.5955
C 1.0433 -4.9981 1.1881
C 0.6427 3.5926 0.7910
C -2.1802 2.6135 -6.6359
C -3.1281 -0.3121 2.4789
C 2.7622 2.7364 1.8359
C 3.2833 1.3181 2.1059
C 1.8686 -3.1479 3.5329
C 1.2636 4.5421 -4.1250
C -1.4227 -1.5975 4.5379
C 1.2455 0.4532 3.2578
C -0.4723 -2.1999 1.5790
H -2.5500 -0.5128 -0.5480
H -3.4689 -0.1946 1.4520
H 1.0130 -2.4914 -2.6270
H -0.2255 -4.5886 -1.2294
H 2.2974 -4.0516 3.9731
H 2.7345 -0.5888 2.3822
H 3.6308 3.3695 1.6166
H -2.2937 1.9271 -3.7856
H 0.6797 -0.7528 -2.7442
H 0.9453 6.5877 -4.7558
H -4.0071 -0.5009 3.1026
H -2.7249 2.9921 -7.5012
H 2.6827 -2.6449 3.0131
H 0.2134 -5.6220 0.8508
H -0.7685 1.1271 3.5332
H -2.8235 -4.0252 1.8921
H -3.3191 -3.7390 3.5543
H -4.1514 -2.9216 2.2379
H -2.5527 4.3696 -5.4206
H 1.5403 -2.5181 4.3637
H 1.5390 -4.5880 0.3104
H 3.9871 1.0271 1.3269
H -2.1487 -2.1091 5.1742
H -2.9026 -1.7763 -1.7279
H -2.7071 0.6411 2.7924
H -3.7267 3.0857 -5.2038
H 1.7309 0.8785 4.1424
H 2.6365 6.0830 -4.7100
H -1.4599 -5.1944 3.0947
H -0.6210 4.6775 -5.0760
H -1.5008 3.1895 1.1397
H 3.8346 1.3266 3.0519
H 2.3016 3.1387 2.7429
H -0.6565 -1.9103 -2.8869
H 0.3099 2.3927 2.9309
H 1.3234 4.7730 -3.0591
H 2.1994 2.6290 -0.1312
H 0.5908 4.1420 1.7342
H -0.4443 -2.0290 4.7533
H -1.7649 -4.9244 -0.4356
H 1.7629 -5.6470 1.6920
H 0.6841 4.3388 -0.0086
H -1.4065 -0.5538 4.8575
H -1.7348 -4.0766 -1.9813
H 1.5970 5.5247 -6.0225
H 1.9574 3.7226 -4.3152
H -2.3337 1.5358 -6.5751
H -0.9078 2.6788 -0.4579
H -3.5631 -1.8979 -0.1007
H -1.0415 -4.0967 4.4081
H -1.1151 2.7925 -6.7857
H -0.0025 -5.4717 4.0431
H 0.8609 -0.5345 3.5064
*
```

Calculated values
* molar mass: 825.20 g/mol
* Kohn-Sham gap (spin up / spin down): 5.470 / 6.073 eV
* relative energy (zero: lowest compared OMol25 entry of this formula, charge and spin): 32.1 kcal per mole

Löwdin population analysis, charges in e, atoms 1 to 6:
1 Mo 0.99
2 As -0.45
3 S 0.87
4 S 0.22
5 S -0.05
6 S -0.08


- Which of these has the highest relative energy (zero: lowest compared OMol25 entry of this formula, charge and spin)?
  C21H53AsMoN4OS6Si3